85
Properties=species:S:1:pos:R:3:mulliken_charge:R:1 method="wB97M-V/def2-TZVPD" homo_ev=-9.108 de_lowest_kj_mol=146.1 smiles=COC[C@H](C)N.COC[C@H](C)N.COC[C@H](C)N.COC[C@H](C)N.COC[C@H](C)N gap_ev=9.594
C -17.544 11.833 6.882 -0.639
O -16.525 12.806 6.755 -0.326
C -15.788 12.953 7.962 -0.642
C -14.773 14.068 7.809 0.401
C -13.871 14.095 9.042 -1.481
N -15.427 15.391 7.719 -0.735
H -18.108 11.919 5.954 0.259
H -18.156 12.071 7.758 0.242
H -17.183 10.805 6.977 0.318
H -16.511 13.151 8.767 0.306
H -15.283 12.004 8.199 0.337
H -14.263 13.955 6.851 0.341
H -14.495 14.177 9.933 0.327
H -13.178 14.934 9.077 0.408
H -13.257 13.190 9.050 0.383
H -16.196 15.309 7.047 0.243
H -15.961 15.568 8.572 0.265
C -26.656 10.919 3.365 -0.632
O -27.796 11.715 3.097 -0.407
C -28.778 11.631 4.134 -0.751
C -29.761 10.470 3.988 0.580
C -30.620 10.625 2.721 -1.310
N -30.671 10.465 5.138 -0.680
H -26.505 10.836 4.445 0.202
H -25.735 11.373 2.993 0.327
H -26.723 9.929 2.907 0.287
H -28.279 11.591 5.107 0.338
H -29.304 12.583 4.042 0.297
H -29.272 9.499 3.905 0.224
H -31.095 9.658 2.560 0.334
H -29.994 10.873 1.864 0.316
H -31.370 11.408 2.830 0.358
H -31.402 11.155 5.044 0.262
H -30.165 10.644 5.997 0.246
C -24.168 10.268 6.730 -0.670
O -23.073 10.349 7.599 -0.452
C -22.063 11.329 7.379 -0.276
C -22.448 12.757 7.736 0.573
C -21.291 13.691 7.421 -1.647
N -22.672 12.797 9.196 -0.718
H -24.785 11.168 6.629 0.361
H -24.793 9.398 6.898 0.365
H -23.789 10.167 5.701 0.134
H -21.248 10.904 7.969 0.144
H -21.801 11.197 6.312 0.176
H -23.365 12.974 7.191 0.267
H -21.501 14.619 7.958 0.461
H -21.091 13.916 6.372 0.469
H -20.298 13.393 7.772 0.224
H -21.803 12.711 9.701 0.259
H -23.299 12.037 9.431 0.307
C -24.667 7.316 4.100 -0.789
O -23.993 8.187 3.226 -0.167
C -22.874 7.644 2.538 -0.855
C -21.656 7.612 3.456 0.382
C -21.467 9.040 4.007 -0.734
N -20.470 7.064 2.815 -0.711
H -24.980 6.401 3.592 0.372
H -25.502 7.850 4.557 0.185
H -24.032 7.117 4.976 0.321
H -23.177 6.682 2.117 0.359
H -22.660 8.325 1.712 0.340
H -21.906 7.060 4.366 0.208
H -21.339 9.829 3.254 0.330
H -20.490 9.167 4.489 0.436
H -22.277 9.241 4.700 -0.216
H -20.312 7.487 1.904 0.273
H -19.659 7.364 3.349 0.289
C -19.671 16.968 6.821 -0.606
O -20.261 18.178 6.426 -0.352
C -19.403 19.273 6.652 -0.718
C -20.072 20.506 6.043 0.390
C -20.426 20.357 4.550 -1.200
N -19.519 21.815 6.448 -0.722
H -20.297 16.120 6.548 0.080
H -19.415 16.916 7.883 0.344
H -18.774 16.785 6.210 0.380
H -19.360 19.417 7.737 0.326
H -18.379 19.181 6.270 0.348
H -21.054 20.489 6.535 0.211
H -21.385 19.858 4.487 0.292
H -19.708 19.691 4.060 0.289
H -20.330 21.339 4.091 0.394
H -19.306 21.767 7.442 0.274
H -18.610 21.867 5.981 0.277

***

51
Properties=species:S:1:pos:R:3:mulliken_charge:R:1 method="wB97M-V/def2-TZVPD" homo_ev=-8.406 de_lowest_kj_mol=48.2 smiles="CCCc1nnc(SCC(=O)N2CCCCC2)n1CCCOC" gap_ev=9.084
C 3.143 -2.737 2.622 -1.035
C 3.685 -1.527 1.871 -0.573
C 2.905 -1.239 0.580 -0.562
C 1.510 -0.830 0.879 0.411
N 1.163 0.362 1.275 -0.816
N -0.160 0.367 1.523 -0.004
C -0.602 -0.834 1.268 -0.036
S -2.256 -1.352 1.414 -0.169
C -2.969 0.301 1.170 -0.613
C -2.445 0.819 -0.168 0.533
O -2.179 0.033 -1.063 -0.567
N -2.315 2.146 -0.314 0.046
C -2.520 3.156 0.701 -1.054
C -1.168 3.596 1.265 -0.228
C -0.310 4.151 0.130 -0.900
C -0.172 3.097 -0.965 -0.149
C -1.554 2.650 -1.444 -0.913
N 0.411 -1.649 0.856 0.604
C 0.236 -2.975 0.322 -1.159
C -0.311 -2.917 -1.107 -0.104
C 0.731 -2.396 -2.105 -0.297
O 0.243 -2.329 -3.422 -0.447
C -0.494 -1.158 -3.702 -0.615
H 2.106 -2.581 2.911 0.250
H 3.723 -2.910 3.525 0.390
H 3.201 -3.633 2.005 0.240
H 4.732 -1.699 1.613 0.379
H 3.632 -0.645 2.511 0.343
H 3.389 -0.414 0.054 0.330
H 2.913 -2.118 -0.066 0.226
H -2.659 0.905 2.017 0.402
H -4.051 0.177 1.148 0.382
H -3.012 4.008 0.216 0.413
H -3.184 2.793 1.483 0.466
H -0.667 2.730 1.701 0.116
H -1.318 4.350 2.039 0.395
H -0.777 5.051 -0.280 0.337
H 0.676 4.423 0.508 0.406
H 0.359 2.234 -0.560 -0.014
H 0.396 3.490 -1.810 0.396
H -2.098 3.491 -1.885 0.385
H -1.474 1.850 -2.181 0.313
H 1.196 -3.496 0.351 0.321
H -0.473 -3.505 0.966 0.421
H -0.623 -3.916 -1.413 0.356
H -1.185 -2.264 -1.127 0.060
H 1.581 -3.087 -2.145 0.207
H 1.093 -1.407 -1.788 0.272
H 0.157 -0.275 -3.663 0.248
H -1.323 -1.013 -3.006 0.237
H -0.881 -1.277 -4.712 0.371

***

34
Properties=species:S:1:pos:R:3:mulliken_charge:R:1 method="wB97M-V/def2-TZVPD" homo_ev=-10.003 de_lowest_kj_mol=0.0 gap_ev=9.704
Pt -0.218 1.737 -0.130 0.610
N 1.743 1.986 -0.461 -0.527
C 2.148 3.316 0.050 -0.573
C 1.095 4.310 -0.405 -0.555
N -0.236 3.782 -0.024 -0.486
H 2.190 1.169 -0.008 0.405
H 1.937 1.910 -1.457 0.374
H 3.139 3.594 -0.310 0.384
H 2.179 3.253 1.137 0.332
H 1.115 4.399 -1.491 0.326
H 1.268 5.299 0.019 0.383
H -0.986 4.137 -0.618 0.397
H -0.503 4.045 0.923 0.382
F -2.888 3.512 -0.795 -0.388
B -3.083 2.798 0.395 0.379
F -4.357 2.392 0.590 -0.295
F -2.522 3.496 1.460 -0.361
F -2.237 1.551 0.239 -0.397
O 1.959 -0.556 0.334 -0.879
C 0.823 -0.980 0.103 0.907
O -0.210 -0.267 -0.184 -0.422
C 0.560 -2.459 0.130 0.176
C 1.603 -3.324 0.439 -0.542
C 1.394 -4.694 0.470 -0.516
C 0.140 -5.212 0.189 -0.506
C -0.881 -4.331 -0.119 -0.046
C -0.703 -2.962 -0.152 -0.294
N -2.218 -4.880 -0.425 1.053
O -3.097 -4.094 -0.710 -0.602
O -2.355 -6.086 -0.369 -0.628
H 2.575 -2.902 0.655 0.452
H 2.208 -5.363 0.714 0.398
H -0.057 -6.273 0.202 0.490
H -1.525 -2.304 -0.391 0.570

***

3
Properties=species:S:1:pos:R:3:mulliken_charge:R:1 method="wB97M-V/def2-TZVPD" homo_ev=-12.701 charge=+1 gap_ev=9.034
K -2.503 -0.452 0.149 0.937
K 2.484 -0.529 0.015 0.937
Cl 0.019 0.982 -0.164 -0.874

***

23
Properties=species:S:1:pos:R:3:mulliken_charge:R:1 method="wB97M-V/def2-TZVPD" homo_ev="-6.170 / -6.865" de_lowest_kj_mol=210.3 gap_ev="6.932 / 7.664"
C 0.438 2.232 -0.356 -0.687
C -0.880 1.585 0.247 -0.822
C 1.303 1.205 -1.027 -0.213
C -0.587 -0.011 0.270 0.667
C 0.632 -0.417 1.018 0.397
C -1.795 -0.914 0.685 -1.443
C 1.315 -1.657 0.860 -1.164
N 0.791 0.173 -1.832 -0.376
N -0.390 -0.220 -1.284 -0.309
Cl 1.132 0.509 2.370 -0.218
H 0.006 2.913 -1.014 0.417
H 1.114 2.618 0.344 0.379
H -1.027 2.078 1.282 0.247
H -1.813 1.856 -0.372 0.435
H 2.447 1.414 -1.305 0.243
H -2.856 -0.669 0.357 0.339
H -1.757 -0.868 1.761 0.374
H -1.425 -1.955 0.532 0.329
H 2.054 -1.835 1.735 0.355
H 1.786 -1.731 -0.126 0.175
H 0.614 -2.533 0.760 0.246
H 1.507 -0.538 -2.104 0.291
H -0.640 -1.123 -1.723 0.339

***

17
Properties=species:S:1:pos:R:3:lowdin_spin:R:1 method="wB97M-V/def2-TZVPD" homo_ev="0.148 / 0.168" de_lowest_kj_mol=264.1 charge=-2 multiplicity=2 gap_ev="6.435 / 5.931"
N -0.600 -2.454 -0.938 0.150
C -0.401 -0.976 -0.872 0.403
C 0.294 -0.372 0.186 0.033
N 0.509 0.851 0.567 0.333
C -0.050 2.056 -0.148 0.024
C 0.139 3.232 0.833 0.001
O -0.011 4.473 0.285 0.005
O 0.657 -4.676 0.617 0.000
H 0.010 -5.332 0.827 0.000
H -0.219 -3.087 -0.197 0.001
H -0.151 -2.837 -1.745 0.015
H -0.929 -0.396 -1.633 0.025
H 0.688 -1.060 0.946 -0.007
H 0.624 2.256 -1.021 0.013
H -1.071 2.036 -0.598 0.004
H -0.654 3.146 1.622 0.000
H 1.165 3.139 1.270 0.000